17
Properties=species:S:1:pos:R:3 method="wB97M-V/def2-TZVPD" total_energy_ev=-10339.58899 charge=+1 spin_multiplicity=2 relative_energy_kcal_mol=30.0 gap_ha="0.427 / 0.223" e_homo_ev="-14.8 / -14.8" s_squared=0.76
N -0.6835 0.0672 -0.1413
H -3.3730 0.2960 0.7650
N 0.4161 -1.0999 -1.8519
H -2.1326 1.0888 1.7238
C 0.5515 -0.5690 -0.5705
H 0.7133 -1.4005 0.1737
H 4.1392 2.5255 -0.6672
H -0.2542 -1.8671 -1.9345
H 3.1773 2.2024 0.4134
H -2.8124 -0.3527 2.4180
H 1.3064 -1.3110 -2.3051
H 1.3390 0.1851 -0.4891
H -1.2192 0.5411 -0.8533
O 3.6242 1.7735 -0.3306
C -1.3888 -0.6192 0.8357
O -0.8419 -1.5818 1.3428
C -2.5617 0.1216 1.4712

---

15
Properties=species:S:1:pos:R:3 method="wB97M-V/def2-TZVPD" total_energy_ev=-8839.85966 charge=0 relative_energy_kcal_mol=71.4 gap_ha=0.392 e_homo_ev=-9.8
H -2.7832 -1.1677 0.3535
H 0.3670 1.5651 0.9271
H -1.3714 0.4918 1.0876
H 1.0273 -0.8593 1.4321
H -0.0354 0.0967 -1.5223
O 2.3324 -0.7277 -0.1560
H 0.7214 -1.7421 -0.0476
H -1.8069 1.0311 -0.3373
H 1.2394 1.7124 -0.3701
N 0.3309 1.6384 -0.0375
C 0.0473 0.2535 -0.3611
O -2.0805 -0.9995 -0.2383
C 0.9887 -0.7893 0.3747
H 2.3442 -0.7469 -1.1182
C -1.3213 0.2435 0.0134

---

75
Properties=species:S:1:pos:R:3 method="wB97M-V/def2-TZVPD" total_energy_ev=-57205.92139 charge=+1 relative_energy_kcal_mol=6.2 gap_ha=0.315 e_homo_ev=-10.6
H -2.0072 2.3464 6.6904
H -4.1520 -2.7479 -2.0963
H 0.1481 2.0645 -3.0713
H -2.1134 4.2857 0.2460
H -0.3480 -0.1504 -3.7156
H 2.1460 2.8183 -2.1385
C -1.3615 2.3151 -0.1208
O 3.1335 1.4338 4.7052
S -0.4704 -0.9381 2.3005
C 3.8189 -0.9969 -0.4039
C 0.4507 -0.6429 3.7147
C 1.6187 1.4819 -4.3672
C 5.1505 0.1015 -2.0825
H 0.9155 1.2389 -5.1598
C -1.9191 -1.5864 6.0523
C -3.7704 1.7099 -1.1859
N 0.2135 -1.2823 4.8474
H 4.2355 1.7942 -3.0109
H -1.3273 -2.4711 4.1537
H 2.0051 2.4897 -4.4996
C -3.1632 -2.8748 -1.6727
H 0.7870 -1.0386 5.6424
C -2.6393 -4.1301 -1.4731
H 2.4351 0.7666 -4.3585
C 2.7381 -0.1243 -0.6005
Au 1.0801 -0.3648 0.5621
H -4.3456 3.7208 -0.7683
H 1.3126 1.6730 9.3105
H -0.4590 -3.1032 5.5505
H 1.1155 -0.6834 -2.8317
C 0.8882 1.6668 8.3155
H -0.9157 -5.2158 -0.7370
H -3.2135 -5.0067 -1.7433
H -2.1497 -0.9823 8.1234
C 4.9949 -0.8978 -1.1337
C -3.5557 2.9829 -0.7143
H -0.5492 -0.6669 7.4838
C -0.8912 -2.2015 5.1106
C -2.3964 -1.7537 -1.3137
H -3.9122 -0.6038 -1.9510
N -1.5396 1.0758 -0.5966
H -0.3834 2.5087 0.3116
N 1.4714 0.2688 3.7249
H 6.0775 0.2008 -2.6317
H -0.6274 1.6622 4.7594
C 4.1071 0.9830 -2.3008
C -1.3695 -4.2518 -0.9164
C -1.3795 -1.3796 7.4626
H 0.2896 -3.1336 -0.1490
C -2.3198 3.3031 -0.1535
C -0.9799 2.0416 6.8417
C -0.4342 2.0396 8.1193
H -1.0301 -2.3223 7.8893
H 5.8034 -1.5935 -0.9455
H 3.7455 -1.7679 0.3531
C -2.7278 0.7701 -1.0931
C 1.1228 1.2897 5.9555
H 2.7186 1.0513 7.3623
C 2.9098 0.8592 -1.5922
H 1.1156 1.8691 -1.0328
N -1.1853 -1.8580 -0.7842
C -0.7004 -3.0928 -0.5928
C 2.0146 0.9972 4.7948
C -0.2068 1.6560 5.7589
C 1.6748 1.3065 7.2318
N 0.9153 1.3942 -3.0601
H -2.7883 -2.2468 6.0766
C 0.3096 0.0443 -2.8706
H 1.9347 0.3954 2.8281
C 1.7970 1.8183 -1.8802
H -0.2326 0.0329 -1.9285
H -4.7273 1.4267 -1.6067
H -1.0413 2.3346 8.9652
N -2.9805 -0.5082 -1.5833
H -2.2576 -0.6362 5.6299

---

9
Properties=species:S:1:pos:R:3 method="wB97M-V/def2-TZVPD" total_energy_ev=-8173.48169 charge=+1 relative_energy_kcal_mol=125.2 gap_ha=0.377 e_homo_ev=-15.2
O -0.2043 0.7293 -1.8128
N 1.0545 -0.2307 -0.1144
C 1.8732 -0.2054 -1.0684
H -1.0940 -0.6572 -0.3983
H 1.2068 -0.6121 0.8394
N 2.2147 0.1036 -2.3659
C 1.0141 0.5118 -2.1821
H -0.3584 1.0994 0.1859
C -0.3108 0.1969 -0.4871

---

37
Properties=species:S:1:pos:R:3 method="wB97M-V/def2-TZVPD" total_energy_ev=-71487.29663 charge=0 gap_ha=0.286 e_homo_ev=-7.9
C -1.9893 -1.5843 3.2087
H 0.6664 -3.2638 -0.4260
C 1.7656 -0.7230 -4.7584
H -0.3186 -0.5900 -3.9796
H 3.7810 -1.1842 -5.2931
H -0.7971 -2.6558 0.4046
H 2.7070 -1.4851 -1.0715
F -3.2244 4.0738 2.8919
C -0.3341 -2.8109 -0.5646
H -0.8955 -3.4753 -1.1964
F -1.0550 4.0952 2.3202
O -3.7264 1.6410 1.1455
Be 0.1636 0.7137 0.9533
C 1.3309 2.0994 0.9718
O -0.8397 0.1566 4.8703
C 2.3946 -1.3504 -2.1518
F -2.8383 -1.7919 4.2322
C 3.3948 -1.2815 -3.1381
O 0.5467 -0.3132 -0.1958
C 3.0739 -1.0600 -4.4327
H 4.4293 -1.4083 -2.8844
H 1.0501 2.7209 1.8640
H 1.5100 -0.5205 -5.8057
O 0.0244 0.1714 2.5087
H 2.3116 1.7830 1.1347
F -1.0646 -2.5790 3.2078
C 1.0894 -1.2236 -2.4636
S -0.1818 -1.1738 -1.2137
S -1.1165 0.1417 3.4655
C -2.3184 3.7133 1.9286
C 0.7598 -0.8032 -3.7305
S -2.3917 1.8450 1.6149
H 1.0583 2.6644 0.0937
F -2.7131 -1.5505 2.0230
O -1.4022 1.3645 0.5998
N -2.2020 1.2937 3.0847
F -2.6488 4.3505 0.7821